Entry 1:
Computed, not measured: a cluster of 6 separate species, C4H19NO5 in total at a distorted geometry, with ωB97M-V/def2-TZVPD.

Values from the calculation:
- Strongest force on any atom: 5.3 eV Å⁻¹
- 2S+1: 2
- Total charge: -1
- E_tot: -594.6225 Eh
- Energy above the lowest of the compared OMol25 structures with the same formula, charge and spin: 49.5 kcal/mol

Geometry (Å):
1 N 0.59 2.89 -0.45
2 C 1.35 2.11 -1.51
3 C 0.45 -1.52 -2.70
4 C 0.43 0.07 -2.66
5 C 1.10 0.64 -1.62
6 H 1.16 3.65 -0.30
7 H -0.41 2.98 -0.87
8 H 2.38 2.29 -1.23
9 H 1.14 2.57 -2.45
10 H -0.55 -2.01 -2.50
11 H 0.85 -1.70 -3.66
12 H 0.96 -1.91 -1.84
13 H -0.05 0.74 -3.46
14 H 1.69 0.15 -0.90
15 H 1.26 2.12 3.78
16 H 0.56 1.96 2.38
17 O 1.17 1.54 3.03
18 H 0.41 -1.29 1.19
19 H 1.92 -0.76 1.48
20 O 1.36 -1.19 0.78
21 H -2.43 -2.27 -2.12
22 H -1.18 -3.04 -1.69
23 O -2.14 -3.17 -1.91
24 H -1.77 2.29 1.32
25 H -2.77 1.72 2.38
26 O -1.76 1.94 2.21
27 H -1.64 -3.03 2.05
28 H -1.04 -2.23 3.09
29 O -1.69 -2.91 3.07

For each atom in turn, the Mulliken charge in e is: number 1, N, carries -0.7261; number 2, C, carries -1.1983; number 3, C, carries -0.7219; number 4, C, carries 0.2010; number 5, C, carries 0.0709; number 6, H, carries 0.2599; number 7, H, carries 0.3723; number 8, H, carries 0.3782; number 9, H, carries 0.2987; number 10, H, carries -0.3275; number 11, H, carries 0.3923; number 12, H, carries 0.3297; number 13, H, carries 0.2923; number 14, H, carries -0.0054; number 15, H, carries 0.3178; number 16, H, carries 0.3242; number 17, O, carries -0.7110; number 18, H, carries 0.1054; number 19, H, carries 0.3131; number 20, O, carries -0.5944; number 21, H, carries 0.4318; number 22, H, carries 0.4696; number 23, O, carries -0.8427; number 24, H, carries 0.3923; number 25, H, carries 0.5121; number 26, O, carries -1.1439; number 27, H, carries 0.3194; number 28, H, carries 0.4234; number 29, O, carries -0.9334

Entry 2:
Computed, not measured: a structure of composition C20H43BiN2P3Se at a distorted geometry, with ωB97M-V/def2-TZVPD.

Values from the calculation:
- Strongest force on any atom: 3.1 eV Å⁻¹
- Total charge: +3
- E_tot: -4536.3544 Eh
- Energy above the lowest of the compared OMol25 structures with the same formula, charge and spin: 54.0 kcal/mol

Geometry (Å):
1 Bi -0.16 0.05 -0.52
2 P -0.90 1.40 2.08
3 P -2.18 1.20 -1.98
4 P 1.64 2.25 -0.42
5 H 2.75 -3.03 1.90
6 C 3.28 -2.19 2.34
7 C 2.70 -1.45 3.35
8 H 1.69 -1.68 3.70
9 C -1.91 0.41 3.25
10 C -1.92 2.93 1.98
11 C 0.46 1.90 3.21
12 C -2.06 0.82 -3.77
13 C -3.85 0.65 -1.56
14 C -2.28 3.02 -1.95
15 C 3.03 1.86 0.69
16 C 1.15 3.95 0.03
17 C 2.45 2.49 -2.04
18 H 4.27 -1.94 1.96
19 H 3.24 -0.63 3.82
20 H -1.43 -0.56 3.40
21 H -2.91 0.25 2.83
22 H -2.01 0.93 4.21
23 H -2.82 2.72 1.38
24 H -1.36 3.74 1.49
25 H -2.22 3.24 2.99
26 H 1.19 1.09 3.26
27 H 0.04 2.06 4.21
28 H 0.96 2.81 2.88
29 H -3.00 1.16 -4.24
30 H -1.93 -0.26 -3.92
31 H -1.20 1.35 -4.22
32 H -4.46 0.66 -2.47
33 H -4.29 1.34 -0.83
34 H -3.83 -0.36 -1.14
35 H -3.03 3.34 -2.69
36 H -1.31 3.47 -2.20
37 H -2.59 3.36 -0.95
38 H 3.94 2.36 0.31
39 H 3.21 0.77 0.72
40 H 2.82 2.20 1.71
41 H 1.91 4.65 -0.34
42 H 1.06 4.07 1.13
43 H 0.17 4.20 -0.42
44 H 3.31 3.17 -1.90
45 H 1.75 2.93 -2.76
46 H 2.80 1.53 -2.44
47 C 2.57 -1.88 -2.94
48 C 3.17 -2.57 -1.86
49 C 4.26 -3.45 -2.07
50 C 4.78 -3.65 -3.37
51 C 4.19 -2.96 -4.43
52 C 3.10 -2.11 -4.23
53 Se 1.10 -0.60 -2.87
54 H 0.29 -1.65 -1.01
55 H 2.78 -2.42 -0.86
56 H 4.70 -3.99 -1.23
57 H 5.61 -4.34 -3.53
58 H 4.58 -3.12 -5.44
59 H 2.66 -1.60 -5.08
60 C -2.90 -4.00 2.72
61 N -3.46 -2.99 1.81
62 C -4.88 -2.64 1.96
63 C -2.68 -2.23 1.10
64 N -1.97 -1.56 0.44
65 H -3.73 -4.61 3.09
66 H -2.40 -3.53 3.58
67 H -2.18 -4.62 2.19
68 H -5.03 -1.82 2.69
69 H -5.29 -2.33 0.99
70 H -5.40 -3.54 2.31

For each atom in turn, the Mulliken charge in e is: number 1, Bi, carries 1.6144; number 2, P, carries 0.5460; number 3, P, carries 0.7543; number 4, P, carries 0.6787; number 5, H, carries 0.2982; number 6, C, carries -0.5915; number 7, C, carries -0.5835; number 8, H, carries 0.2899; number 9, C, carries -1.2779; number 10, C, carries -1.2799; number 11, C, carries -1.0164; number 12, C, carries -1.3984; number 13, C, carries -1.1266; number 14, C, carries -1.1315; number 15, C, carries -1.1191; number 16, C, carries -1.1195; number 17, C, carries -1.2710; number 18, H, carries 0.2928; number 19, H, carries 0.3286; number 20, H, carries 0.2975; number 21, H, carries 0.3019; number 22, H, carries 0.5267; number 23, H, carries 0.3231; number 24, H, carries 0.3161; number 25, H, carries 0.4741; number 26, H, carries 0.0693; number 27, H, carries 0.5009; number 28, H, carries 0.3584; number 29, H, carries 0.5186; number 30, H, carries 0.4441; number 31, H, carries 0.3781; number 32, H, carries 0.4659; number 33, H, carries 0.4081; number 34, H, carries 0.2113; number 35, H, carries 0.4792; number 36, H, carries 0.3193; number 37, H, carries 0.3161; number 38, H, carries 0.4847; number 39, H, carries 0.2195; number 40, H, carries 0.3600; number 41, H, carries 0.4704; number 42, H, carries 0.3924; number 43, H, carries 0.2089; number 44, H, carries 0.5125; number 45, H, carries 0.3401; number 46, H, carries 0.3603; number 47, C, carries 0.6243; number 48, C, carries -0.0075; number 49, C, carries -0.5709; number 50, C, carries -0.4245; number 51, C, carries -0.7083; number 52, C, carries -0.3448; number 53, Se, carries -0.2605; number 54, H, carries 0.0642; number 55, H, carries 0.1735; number 56, H, carries 0.3851; number 57, H, carries 0.4296; number 58, H, carries 0.3842; number 59, H, carries 0.3648; number 60, C, carries -0.8380; number 61, N, carries 0.0107; number 62, C, carries -0.8386; number 63, C, carries 0.2647; number 64, N, carries -0.5912; number 65, H, carries 0.2855; number 66, H, carries 0.3172; number 67, H, carries 0.3577; number 68, H, carries 0.3238; number 69, H, carries 0.3394; number 70, H, carries 0.3149